No. 1
C47H40BrN5O5SSc | the ωB97M-V functional and the def2-TZVPD basis

The geometry in ORCA input format:
```
! wB97M-V def2-TZVPD RIJCOSX def2/J DEFGRID3
* xyz -1 1
Br -3.28 -1.66 -2.99
Sc -1.33 0.81 0.56
S 2.00 2.20 3.76
O 0.06 0.56 -1.05
O -1.10 -0.30 2.16
O -3.31 0.33 0.35
O 1.04 -3.44 3.97
O 0.23 3.39 -4.17
N -1.14 -2.55 1.50
N -0.99 2.24 -2.20
N -0.94 -2.14 0.21
N -2.02 1.95 -1.32
N 0.92 1.43 1.55
C -0.51 4.09 3.61
C -1.67 -1.95 -2.03
C -0.41 -3.31 5.80
C 3.55 -1.12 1.14
C -2.38 -1.93 5.74
C -0.68 -0.27 -4.51
C -3.17 2.45 -1.59
C 3.94 0.22 3.14
C -6.72 2.53 -0.47
C -1.56 -2.82 6.41
C 3.41 1.72 -4.57
C 0.92 -2.05 -4.58
C 2.28 0.72 -2.73
C 3.38 0.77 -3.56
C -6.74 1.46 0.44
C -4.37 1.03 0.08
C -1.89 -2.30 -0.63
C -1.66 4.84 3.74
C -2.04 -1.52 4.47
C -0.46 -1.81 -2.56
C 1.24 2.54 -3.92
C 1.20 1.59 -2.88
C -0.46 3.07 2.65
C -1.53 2.75 1.79
C 2.05 0.66 1.71
C 1.35 -1.62 -5.83
C -2.74 4.56 2.91
C 5.30 -1.87 -0.46
C -0.10 -1.38 -3.91
C -5.53 2.83 -1.10
C 2.80 0.95 2.85
C 0.75 2.25 2.53
C -4.36 2.11 -0.85
C -5.61 0.73 0.70
C 2.36 2.60 -4.75
C -2.67 3.55 1.97
C 2.42 -0.37 0.85
C 2.95 -2.60 -0.84
C -0.91 -2.00 3.83
C -0.25 0.17 -5.74
C 0.04 1.45 -1.97
C 4.30 -0.80 2.28
C -0.60 -1.53 2.43
C 0.77 -0.50 -6.41
C 4.00 -2.27 0.24
C -0.09 -2.90 4.51
C 4.23 -3.54 1.07
H -2.14 -2.69 1.70
H -1.46 0.27 -3.98
H 0.35 -2.03 -1.89
H -3.27 3.12 -2.45
H 1.19 -3.06 3.10
H 2.37 3.34 -5.54
H -0.50 3.16 -3.53
H 5.20 -1.36 2.51
H 0.24 -4.00 6.31
H -3.27 -1.54 6.22
H 1.78 -0.57 0.01
H -3.66 5.14 3.01
H -7.66 1.21 0.94
H 5.65 -2.67 -1.12
H -3.55 3.37 1.35
H -7.61 3.10 -0.67
H -1.81 -3.15 7.41
H 5.01 -3.40 1.81
H 6.09 -1.67 0.27
H 4.52 -4.36 0.42
H -2.88 -2.67 -0.33
H 2.22 0.00 -1.93
H 3.32 -3.83 1.59
H 2.14 -2.14 -6.33
H -5.49 3.64 -1.82
H -2.63 -0.78 3.93
H -5.62 -0.10 1.40
H 4.54 0.43 4.01
H 1.98 -2.83 -0.40
H 5.16 -0.97 -1.06
H 1.40 -2.90 -4.11
H 2.82 -1.77 -1.54
H 4.26 1.78 -5.24
H 0.50 -1.55 2.25
H 1.11 -0.15 -7.37
H -1.72 5.63 4.47
H 4.20 0.08 -3.43
H 0.35 4.30 4.24
H -0.69 1.06 -6.17
H 3.29 -3.46 -1.41
*
```

The calculation puts the highest occupied orbital energy at -0.1922 Eh. The energy relative to the best compared isomer or geometry (same formula, charge and spin) is 0.0 kJ/mol. The gap between HOMO and LUMO is 7.60 eV.



No. 2
C54H49HfN5O4P2S2Se2 | the ωB97M-V functional and the def2-TZVPD basis

The geometry in ORCA input format:
```
! wB97M-V def2-TZVPD RIJCOSX def2/J DEFGRID3
* xyz 2 1
Hf -0.26 -0.68 0.74
Se -0.95 1.58 2.88
Se 1.97 0.41 2.57
S -3.95 1.02 0.46
S -0.26 -3.43 3.55
P 2.07 -0.34 -1.29
P -1.47 2.12 -0.81
O 0.78 -3.18 4.49
O -0.19 -4.57 2.69
O 0.41 1.44 -3.04
O -2.17 -0.75 1.93
N 1.15 -2.57 0.52
N -5.15 -1.56 0.45
N 2.89 -6.35 0.86
N -1.91 -2.15 -0.45
N -0.52 -2.03 2.63
C -0.67 2.68 -4.80
C 0.71 -3.64 -0.20
C 4.44 1.63 -3.98
C -1.55 3.70 -5.15
C -2.38 -4.24 5.23
C 2.32 -5.13 0.75
C 1.74 1.61 -3.35
C 4.94 1.56 0.78
C -3.73 -4.09 5.52
C 2.23 2.57 -4.23
C -4.11 1.86 -2.08
C -2.48 2.54 3.58
C -4.70 -0.29 -3.10
C 1.77 2.33 2.79
C -1.81 3.62 0.18
C 1.26 -4.89 -0.13
C 5.81 0.58 1.24
C -3.16 5.38 1.16
C 4.45 -1.11 0.19
C -4.64 -0.53 0.39
C 0.45 2.77 3.40
C -4.84 1.17 -2.95
C 3.83 1.20 0.04
C 2.17 -2.82 1.37
C -3.69 -0.92 -2.52
C -2.61 -0.15 -1.80
C 0.79 -3.16 -3.91
C -3.06 4.15 0.51
C 3.95 0.75 -3.04
C 2.07 -1.87 -2.31
C -2.25 4.39 -4.17
C 3.05 -3.80 -3.38
C -2.15 3.98 -2.85
C 0.89 -2.09 -3.03
C -1.87 -3.38 4.27
C 2.78 -4.03 1.51
C 2.60 0.76 -2.68
C -0.53 2.35 -3.47
C -1.33 2.91 -2.48
C 3.56 -0.14 -0.27
C 3.15 -2.72 -2.50
C -0.76 5.58 1.15
C -1.81 -1.69 2.69
C 3.58 2.57 -4.54
C -4.53 -3.15 4.86
C -1.79 -0.95 -0.82
C -2.64 -2.44 3.63
C -2.02 6.10 1.47
C -3.99 -2.31 3.90
C -0.67 4.36 0.51
C 5.56 -0.75 0.94
C -3.10 1.19 -1.18
C 1.66 -0.11 4.41
C 1.87 -4.03 -4.07
H 2.46 -7.14 0.43
H 3.58 -4.14 2.22
H -4.60 -1.58 3.37
H 0.31 3.97 0.24
H 2.61 2.63 3.41
H -3.57 -1.99 -2.64
H 4.09 -2.55 -2.00
H -3.97 3.63 0.26
H 5.13 2.60 0.99
H 1.80 -4.87 -4.75
H 1.58 3.31 -4.68
H -1.77 -4.98 5.73
H -4.14 5.78 1.40
H 0.19 3.77 3.05
H 3.55 -6.54 1.60
H 0.48 2.77 4.49
H -0.12 -3.32 -4.47
H -5.61 1.68 -3.52
H -1.90 0.16 -2.58
H -2.69 -2.72 -0.77
H -0.10 2.16 -5.56
H -5.43 -0.84 -3.67
H 3.96 3.31 -5.24
H 0.06 -1.40 -2.93
H 1.92 2.75 1.80
H 0.66 0.17 4.72
H -4.30 2.91 -1.93
H 2.53 -2.00 1.96
H -5.58 -3.09 5.10
H -4.18 -4.73 6.26
H 3.90 -4.45 -3.52
H -2.89 5.22 -4.43
H 6.69 0.85 1.81
H 2.42 0.40 5.00
H -2.73 4.50 -2.10
H 6.24 -1.52 1.29
H 3.17 1.98 -0.34
H 0.85 -5.68 -0.74
H 5.49 1.61 -4.25
H -2.59 3.49 3.07
H -0.11 -3.47 -0.86
H 1.79 -1.18 4.48
H -3.36 1.91 3.41
H 0.13 6.15 1.38
H 4.27 -2.15 -0.01
H 4.63 0.07 -2.54
H -2.32 2.66 4.64
H -2.10 7.06 1.96
H -1.66 3.97 -6.19
*
```

The calculation puts the highest occupied orbital energy at -0.4725 Eh. The energy relative to the best compared isomer or geometry (same formula, charge and spin) is 51.4 kJ/mol. The gap between HOMO and LUMO is 7.56 eV.



No. 3
C26H45Ge2NO6SeTi | the ωB97M-V functional and the def2-TZVPD basis

The geometry in ORCA input format:
```
! wB97M-V def2-TZVPD RIJCOSX def2/J DEFGRID3
* xyz 0 1
Se -2.82 -0.75 1.59
Ge -3.58 -1.28 -0.67
Ge -0.11 -0.97 -1.00
Ti -0.34 -0.92 1.67
O 3.56 -1.13 2.23
O 0.05 2.96 2.85
O -0.60 -2.68 2.63
O 3.27 3.42 0.94
O -0.33 1.01 1.64
O 1.47 -1.06 1.46
N 0.42 -0.34 3.79
C 3.05 5.61 2.08
C 0.22 -2.44 -5.82
C 0.12 -2.81 3.95
C -4.39 0.44 -1.47
C 1.87 -0.04 3.54
C 2.55 4.64 0.97
C 4.69 3.47 0.73
C 1.87 -1.29 -1.47
C 2.44 -0.77 2.38
C -5.12 -2.44 -0.32
C 2.52 -2.64 -1.14
C 5.43 2.99 1.99
C 0.03 -1.48 4.70
C -0.24 1.79 2.80
C -0.99 -1.78 -3.81
C -1.31 -1.75 -2.39
C 0.13 -2.42 -4.42
C -1.81 -1.13 -6.01
C -2.43 -2.28 -1.85
C -0.29 0.94 4.06
C -1.94 -1.14 -4.64
C -0.71 -1.78 -6.61
C -3.97 1.71 -0.75
C 0.00 1.43 -2.75
C -4.76 -3.74 0.40
C -0.10 1.02 -1.30
H -2.83 -0.75 -4.16
H 4.73 2.31 2.53
H -3.72 -3.99 0.22
H 2.48 -0.50 -0.99
H -2.54 -0.65 -6.64
H -5.38 -4.55 0.04
H -1.36 0.78 4.36
H 0.93 1.02 -3.22
H -4.82 -3.57 1.49
H 1.13 -3.16 3.63
H 0.75 1.38 -0.71
H -3.14 1.60 -0.01
H -1.05 -1.33 4.86
H 1.80 -3.43 -1.26
H 0.04 2.54 -2.90
H -5.91 -1.90 0.15
H 5.00 4.50 0.44
H -0.42 -3.59 4.51
H 0.49 -1.45 5.68
H 3.36 -2.91 -1.81
H 1.97 -1.12 -2.53
H 2.93 -2.71 -0.13
H -0.46 -3.55 2.18
H 4.91 2.81 -0.09
H 4.08 5.99 1.92
H -4.15 0.54 -2.53
H -3.61 2.48 -1.49
H 1.92 1.07 3.39
H 1.09 -2.91 -6.27
H 0.17 1.48 4.87
H -0.85 1.02 -3.35
H 2.54 5.14 0.00
H 6.26 2.37 1.67
H 1.52 4.32 1.18
H 3.00 5.08 3.03
H -0.65 -1.80 -7.72
H -2.79 -3.28 -2.11
H 2.39 -0.18 4.47
H -5.47 -2.64 -1.32
H 2.32 6.43 2.14
H -0.99 1.41 -0.83
H -4.78 2.17 -0.17
H -5.47 0.32 -1.35
H 5.83 3.79 2.61
H 0.88 -2.92 -3.79
*
```

The calculation puts the highest occupied orbital energy (alpha / beta) at -0.2744 / -0.2744 Eh. The energy relative to the best compared isomer or geometry (same formula, charge and spin) is 58.6 kJ/mol. The gap between HOMO and LUMO (alpha / beta) is 7.00 / 7.00 eV.



No. 4
C25H24N6PtS | the ωB97M-V functional and the def2-TZVPD basis

The geometry in ORCA input format:
```
! wB97M-V def2-TZVPD RIJCOSX def2/J DEFGRID3
* xyz 2 1
Pt 0.16 0.28 -0.51
S 4.35 2.17 -0.13
N -0.13 -2.15 0.34
N 1.83 1.61 -0.43
N -1.90 -0.24 -0.81
N 0.29 -0.63 -2.36
N -0.53 0.74 1.33
N 3.26 0.70 -2.07
C 3.48 3.92 1.89
C -1.11 -1.41 -4.13
C 3.21 2.96 0.93
C 3.02 1.42 -0.95
C -0.45 0.81 3.70
C -1.85 -3.75 0.69
C -1.88 0.85 1.37
C -2.38 -1.61 -0.48
C 1.90 2.61 0.57
C 0.37 -4.21 1.43
C 0.73 -2.97 0.94
C 0.85 3.35 1.08
C 1.14 -2.19 -3.95
C -0.06 -2.16 -4.64
C -2.56 0.80 0.03
C -2.55 0.98 2.56
C 1.11 4.32 2.03
C -2.02 0.05 -2.27
C -1.83 0.98 3.75
C -0.91 -0.68 -2.98
C 0.16 0.70 2.47
C -1.39 -2.52 0.22
C 2.41 4.58 2.46
C 1.27 -1.42 -2.80
C -0.95 -4.61 1.30
H 2.18 -1.43 -2.22
H -1.92 1.12 -2.42
H 4.49 4.17 2.16
H -0.16 3.20 0.72
H 1.11 -4.84 1.90
H -2.89 -4.03 0.57
H -3.63 1.08 2.57
H -2.71 -2.09 -1.40
H 0.29 4.91 2.43
H 2.59 5.35 3.20
H 1.76 -2.62 1.01
H 2.51 0.68 -2.74
H 1.96 -2.80 -4.27
H -2.08 -1.41 -4.60
H -2.99 -0.27 -2.66
H 4.18 0.76 -2.47
H 0.14 0.78 4.60
H -2.43 1.76 -0.47
H -0.19 -2.74 -5.54
H -3.62 0.60 0.14
H -3.27 -1.52 0.15
H 1.23 0.58 2.37
H -2.34 1.08 4.70
H -1.28 -5.57 1.68
*
```

The calculation puts the highest occupied orbital energy at -0.5055 Eh. The gap between HOMO and LUMO is 8.01 eV.



No. 5
C4H4BrNO | the ωB97M-V functional and the def2-TZVPD basis

The geometry in ORCA input format:
```
! wB97M-V def2-TZVPD RIJCOSX def2/J DEFGRID3
* xyz 0 3
Br 4.03 0.10 0.31
O 1.58 -0.89 -0.21
N 0.37 1.47 -0.30
C -1.78 0.33 0.32
C 0.34 -0.86 -0.05
C -0.38 0.55 -0.01
C 2.36 0.07 -0.56
H -2.21 1.25 0.22
H -1.83 -0.16 1.23
H -2.28 -0.05 -0.51
H -0.19 -1.82 -0.45
*
```

The calculation puts the highest occupied orbital energy (alpha / beta) at -0.2757 / -0.3266 Eh. The energy relative to the best compared isomer or geometry (same formula, charge and spin) is 243.3 kJ/mol. As for the expectation value of S²: 2.035. The gap between HOMO and LUMO (alpha / beta) is 7.72 / 7.26 eV.



No. 6
C4H9N3O | the ωB97M-V functional and the def2-TZVPD basis

The geometry in ORCA input format:
```
! wB97M-V def2-TZVPD RIJCOSX def2/J DEFGRID3
* xyz 0 1
O -0.17 -1.73 -1.88
N 0.84 -0.83 -1.40
N 0.20 1.89 -0.80
N 1.73 -0.15 0.60
C -0.65 -0.61 0.53
C -0.90 0.01 1.87
C 0.62 -0.60 -0.05
C -0.27 0.78 -1.09
H -1.93 -0.13 2.18
H 1.57 0.54 1.33
H -1.42 -1.20 0.05
H -1.06 0.38 -1.71
H -0.18 2.69 -1.29
H 0.12 -1.88 -2.78
H 2.47 0.13 -0.03
H -0.25 -0.39 2.65
H -0.72 1.10 1.82
*
```

The calculation puts the highest occupied orbital energy at -0.2697 Eh. The energy relative to the best compared isomer or geometry (same formula, charge and spin) is 540.2 kJ/mol. The gap between HOMO and LUMO is 8.34 eV.



No. 7
C3H5N3O | the ωB97M-V functional and the def2-TZVPD basis

The geometry in ORCA input format:
```
! wB97M-V def2-TZVPD RIJCOSX def2/J DEFGRID3
* xyz 0 3
O 1.66 1.10 -0.05
N -0.78 1.63 0.01
N 1.74 -1.14 0.02
N -0.75 -1.65 0.00
C 0.34 0.61 0.06
C 0.30 -0.77 0.08
C 2.40 -0.04 -0.08
H -0.56 2.45 -0.60
H -1.49 -1.04 -0.40
H 3.45 0.16 -0.10
H -0.62 -2.63 -0.18
H -0.83 1.88 1.09
*
```

The calculation puts the highest occupied orbital energy (alpha / beta) at -0.1485 / -0.3671 Eh. The energy relative to the best compared isomer or geometry (same formula, charge and spin) is 31.1 kJ/mol. As for the expectation value of S²: 2.026. The gap between HOMO and LUMO (alpha / beta) is 4.83 / 8.64 eV.



No. 8
C2H8N2 | the ωB97M-V functional and the def2-TZVPD basis

The geometry in ORCA input format:
```
! wB97M-V def2-TZVPD RIJCOSX def2/J DEFGRID3
* xyz 0 1
N -1.05 2.85 1.30
N -2.21 1.39 -0.10
C -1.77 1.72 1.04
C 2.25 -2.83 -1.41
H 1.62 -1.94 -1.38
H 1.76 -3.56 -0.78
H -0.98 3.15 2.26
H -1.00 3.52 0.55
H -1.76 1.02 1.87
H 2.49 -3.16 -2.42
H 3.20 -2.60 -0.91
H -2.55 0.44 -0.03
*
```

The calculation puts the highest occupied orbital energy at -0.3457 Eh. The energy relative to the best compared isomer or geometry (same formula, charge and spin) is 10.8 kJ/mol. Its SMILES is [H]/N=C/N.C. The gap between HOMO and LUMO is 10.34 eV.